Record 1
C17H21N4O2PS | ωB97M-V with the def2-TZVPD basis set

Last columns: bonded neighbours and bond lengths (Å).
Cartesian coordinates (Å):
1 C 0.312 -0.858 3.342  C2 1.428, H21 1.194
2 C -0.689 -0.686 2.339  C1 1.428, C3 1.672
3 C -1.766 -0.452 1.080  C2 1.672, C4 1.672, H22 1.178, H23 1.176
4 C -0.878 0.368 -0.075  C3 1.672, C5 1.653, C20 1.670
5 C -0.440 -0.297 -1.524  C4 1.653, C6 1.670, H24 1.190
6 C 0.491 0.603 -2.579  C5 1.670, C7 1.639, C12 1.673
7 C 1.017 0.022 -4.019  C6 1.639, C8 1.639, H25 1.194, H26 1.187
8 C 0.184 -1.265 -4.598  C7 1.639, O9 1.490, H27 1.170, H28 1.194
9 O 1.119 -2.405 -4.815  C8 1.490, C10 1.472
10 C 1.322 -3.173 -3.577  O9 1.472, C11 1.653, H29 1.194, H30 1.172
11 C 0.128 -4.315 -3.524  C10 1.653, H31 1.180, H32 1.173, H33 1.179
12 C 0.937 2.149 -2.123  C6 1.673, P13 1.943, C16 1.642
13 P 2.051 3.291 -3.233  C12 1.943, N14 1.801, O15 1.753
14 N 3.342 2.293 -3.998  P13 1.801, H34 1.046, H35 1.057
15 O 2.928 4.414 -2.212  P13 1.753, H36 1.008
16 C 0.483 2.784 -0.678  C12 1.642, N17 1.513, C20 1.640
17 N 0.766 4.111 -0.010  C16 1.513, S18 1.775
18 S -0.008 4.134 1.588  N17 1.775, N19 1.754
19 N -0.809 2.577 1.687  S18 1.754, C20 1.522
20 C -0.429 1.914 0.370  C4 1.670, C16 1.640, N19 1.522
21 H 1.397 -0.782 3.833  C1 1.194
22 H -2.213 -1.463 0.674  C3 1.178
23 H -2.681 0.201 1.425  C3 1.176
24 H -0.757 -1.413 -1.790  C5 1.190
25 H 2.134 -0.357 -3.835  C7 1.194
26 H 1.099 0.875 -4.839  C7 1.187
27 H -0.777 -1.552 -3.994  C8 1.170
28 H -0.196 -0.969 -5.690  C8 1.194
29 H 1.210 -2.467 -2.621  C10 1.194
30 H 2.374 -3.689 -3.532  C10 1.172
31 H -0.899 -3.771 -3.317  C11 1.180
32 H 0.076 -4.801 -4.590  C11 1.173
33 H 0.343 -5.130 -2.700  C11 1.179
34 H 4.254 2.803 -3.980  N14 1.046
35 H 3.434 1.379 -3.476  N14 1.057
36 H 3.306 3.951 -1.400  O15 1.008
37 C -2.174 0.433 7.810  C38 1.415, C41 1.377, H42 1.082
38 C -2.484 -0.814 7.216  C37 1.415, C39 1.377, H43 1.082
39 C -2.419 -0.646 5.851  C38 1.377, N40 1.371, H44 1.082
40 N -2.085 0.660 5.600  C39 1.371, C41 1.371, H45 1.012
41 C -1.928 1.324 6.789  C37 1.377, N40 1.371, H46 1.082
42 H -2.132 0.657 8.868  C37 1.082
43 H -2.728 -1.735 7.729  C38 1.082
44 H -2.583 -1.341 5.039  C39 1.082
45 H -1.972 1.068 4.682  N40 1.012
46 H -1.657 2.371 6.806  C41 1.082

Summary:
Kohn-Sham gap = 6.04 eV
SMILES = C#CCc1cc(CCOCC)c(P(N)O)c2nsnc12.c1cc[nH]c1
LUMO energy = -1.954 eV

Mulliken population analysis, charges in e, atoms 1 to 2: -0.387, -0.095

Record 2
C10H15NO2 | ωB97M-V with the def2-TZVPD basis set

Last columns: bonded neighbours and bond lengths (Å).
Cartesian coordinates (Å):
1 C 1.454 0.499 -0.947  C2 1.301, H14 1.064, H15 1.091
2 C 0.719 1.380 -0.334  C1 1.301, C3 1.578, C4 1.459
3 C 0.258 2.656 -1.141  C2 1.578, H16 1.069, H17 1.171, H18 1.095
4 C 0.191 1.289 1.023  C2 1.459, C5 1.326, H19 1.109
5 C 0.048 0.240 1.821  C4 1.326, C6 1.551, C7 1.508
6 C -0.169 0.524 3.331  C5 1.551, H20 1.169, H21 1.173, H22 1.103
7 C 0.291 -1.217 1.517  C5 1.508, C8 1.338, H23 1.107
8 C 0.104 -1.899 0.381  C7 1.338, C9 1.463, H24 1.159
9 C -0.537 -1.375 -0.825  C8 1.463, C10 1.482, N11 1.330
10 C -1.817 -0.633 -0.905  C9 1.482, H25 1.126, H26 1.123, H27 1.192
11 N -0.128 -1.762 -2.030  C9 1.330, O12 1.215, O13 1.462
12 O -0.588 -1.481 -3.118  N11 1.215
13 O 1.021 -2.659 -1.916  N11 1.462, H28 1.061
14 H 1.745 -0.332 -0.350  C1 1.064
15 H 1.848 0.621 -1.957  C1 1.091
16 H 0.400 2.398 -2.169  C3 1.069
17 H 0.931 3.582 -0.894  C3 1.171
18 H -0.801 2.934 -1.142  C3 1.095
19 H -0.126 2.262 1.447  C4 1.109
20 H -0.301 1.685 3.374  C6 1.169
21 H 0.874 0.331 3.831  C6 1.173
22 H -1.158 0.156 3.654  C6 1.103
23 H 0.731 -1.696 2.413  C7 1.107
24 H 0.493 -2.990 0.396  C8 1.159
25 H -2.378 -1.046 -1.789  C10 1.126
26 H -1.857 0.489 -0.915  C10 1.123
27 H -2.456 -0.812 0.086  C10 1.192
28 H 1.208 -3.141 -2.843  O13 1.061

Summary:
Kohn-Sham gap (spin up / spin down) = 8.40 / 8.40 eV
SMILES = C=C(C)\C=C(C)/C=C\C(C)=[N+](\[O-])O
LUMO energy (spin up / spin down) = 0.145 / 0.146 eV

Mulliken population analysis, charges in e, atoms 1 to 2: -1.246, 0.746

Strongest force on any atom values (in eV/Å) by entry order: 10.1; 4.0.
E_tot values (in Ha) by entry order: -1768.83856; -595.04795.
Energy above the lowest of the compared OMol25 structures with the same formula, charge and spin values (in eV) by entry order: 13.391; 7.013.